ORCA calculation (ωB97M-V with the def2-TZVPD basis set) on 2 unconnected molecules or ions with the total composition C7H13O3S at a distorted geometry.

Output
* ΔE to the lowest compared entry with this formula, charge and spin: 44.9 kcal per mole
* LUMO (spin up / spin down): 3.442 / 3.442 eV
* total charge: -1
* HOMO (spin up / spin down): -0.153 / -0.153 Ha
* 2S+1: 1
* calculated total energy: -898.343663 Ha
* Kohn-Sham gap (spin up / spin down): 7.60 / 7.60 eV

The geometry in XYZ format:
```
24
Properties=species:S:1:pos:R:3:forces:R:3
C 0.6341 1.8039 -0.1742 1.3 -0.8 -0.9
C 0.6960 0.4792 -0.1388 -2.1 -1.8 0.7
C 1.8652 2.7215 -0.3078 -1.1 -2.6 0.0
C -0.8081 -1.5020 1.3268 -2.2 -1.8 -0.3
C -2.2904 0.3331 0.1048 0.8 0.1 3.9
C -1.1503 -1.5947 -1.1144 1.0 -1.2 -3.6
C -1.2680 -0.7910 0.0818 1.9 3.2 0.0
O 2.5931 -0.4616 1.4397 -0.1 0.3 1.0
O 3.1076 -0.3586 -0.9267 -0.9 -0.1 0.4
O 1.5225 -2.0255 -0.0530 0.4 0.1 -0.3
S 2.1092 -0.6977 0.1030 0.4 0.9 -1.6
H -0.2822 2.3176 -0.3293 -1.2 0.1 0.2
H 2.5115 2.0817 -0.9026 0.8 0.4 0.2
H 1.5891 3.5907 -0.8542 0.0 1.0 0.0
H 2.1864 2.8094 0.7113 0.8 0.8 0.3
H 0.1798 -1.2520 1.6277 0.5 -0.2 0.3
H -1.5043 -1.3937 2.1497 -0.3 0.6 0.4
H -0.9331 -2.6053 1.0824 0.8 1.0 0.4
H -3.2498 0.1819 0.6931 0.9 -0.4 -0.7
H -2.5245 0.7401 -0.8188 -0.3 0.5 -1.9
H -1.7598 1.1268 0.7049 -0.8 -0.4 -0.6
H -0.0938 -2.0136 -1.0025 -1.5 0.1 -0.8
H -1.2441 -1.0459 -2.1648 0.3 -0.7 2.3
H -1.8858 -2.4442 -1.2380 0.5 0.6 0.7
```
Forces are in eV/Å.